1.
146
Properties=species:S:1:pos:R:3 method="wB97M-V/def2-TZVPD" total_charge=-1 total_energy_ha=-7292.45514 molar_mass_g_mol=847.0
C -4.263 6.300 1.441
C -4.825 5.602 0.168
C -4.822 4.100 0.359
O -5.807 3.399 0.213
O -3.618 3.664 0.769
C -3.267 2.285 0.513
C -2.089 1.894 1.401
Al -0.569 1.008 0.435
Br -1.439 -0.774 -0.953
C 0.712 0.243 1.812
C 0.828 1.217 2.989
C 1.699 0.765 4.157
C 3.239 0.692 3.979
C 3.886 1.445 2.806
N 4.281 0.584 1.671
C 0.311 2.270 -0.892
Br 2.271 2.312 -0.683
C -0.208 3.704 -0.810
C 0.220 4.617 -1.980
H -4.981 7.029 1.805
H -3.324 6.796 1.216
H -4.069 5.573 2.221
H -4.219 5.861 -0.694
H -5.864 5.879 0.033
H -3.053 2.172 -0.552
H -4.110 1.634 0.730
H -2.417 1.220 2.192
H -1.675 2.794 1.858
H 0.280 -0.696 2.172
H 1.663 0.076 1.308
H 1.108 2.206 2.617
H -0.178 1.337 3.400
H 1.477 1.383 5.030
H 1.350 -0.237 4.418
H 3.570 -0.346 3.953
H 3.667 1.101 4.897
H 3.282 2.282 2.463
H 4.815 1.872 3.186
H 5.261 0.361 1.771
H 3.802 -0.304 1.724
H 0.136 1.913 -1.908
H 0.153 4.156 0.115
H -1.298 3.705 -0.750
H -0.599 4.768 -2.684
H 0.557 5.584 -1.611
H 1.048 4.188 -2.540
C 4.792 -4.709 -3.704
C 3.324 -4.626 -3.297
C 2.603 -3.407 -3.866
C 3.169 -2.060 -3.412
C 3.207 -1.857 -1.899
C 1.826 -1.901 -1.256
H 5.359 -3.852 -3.339
H 5.258 -5.608 -3.296
H 4.892 -4.745 -4.792
H 3.248 -4.631 -2.205
H 2.812 -5.530 -3.641
H 1.544 -3.468 -3.598
H 2.639 -3.449 -4.960
H 2.565 -1.266 -3.860
H 4.180 -1.932 -3.814
H 3.662 -0.886 -1.688
H 3.858 -2.607 -1.433
H 1.170 -1.140 -1.677
H 1.897 -1.717 -0.183
H 1.343 -2.873 -1.391
C -2.605 7.519 7.244
C -1.506 6.462 7.185
C -0.306 6.878 6.336
C -0.621 7.131 4.860
C -1.253 5.950 4.127
C -0.359 4.713 4.076
H -3.021 7.723 6.256
H -3.425 7.190 7.883
H -2.219 8.458 7.649
H -1.922 5.523 6.812
H -1.157 6.258 8.201
H 0.468 6.110 6.416
H 0.130 7.789 6.760
H 0.308 7.408 4.351
H -1.281 8.000 4.771
H -1.480 6.258 3.104
H -2.212 5.689 4.584
H 0.591 4.939 3.585
H -0.839 3.911 3.516
H -0.141 4.329 5.074
C -2.452 -5.159 -3.334
C -2.157 -5.741 -1.955
C -0.712 -6.207 -1.786
C -0.277 -7.340 -2.716
C -1.120 -8.611 -2.618
C -1.077 -9.260 -1.238
H -2.312 -5.896 -4.128
H -3.484 -4.810 -3.388
H -1.800 -4.308 -3.538
H -2.849 -6.563 -1.749
H -2.358 -4.975 -1.202
H -0.563 -6.510 -0.745
H -0.044 -5.355 -1.946
H 0.766 -7.590 -2.492
H -0.284 -6.987 -3.751
H -0.753 -9.329 -3.358
H -2.157 -8.397 -2.890
H -0.051 -9.514 -0.960
H -1.666 -10.179 -1.222
H -1.481 -8.599 -0.470
C -2.359 5.169 -6.657
C -2.975 3.775 -6.735
C -4.181 3.591 -5.816
C -3.882 3.754 -4.326
C -2.803 2.820 -3.781
C -3.156 1.339 -3.890
H -1.982 5.387 -5.657
H -1.521 5.262 -7.350
H -3.095 5.934 -6.917
H -2.212 3.027 -6.508
H -3.291 3.585 -7.765
H -4.614 2.602 -5.995
H -4.955 4.313 -6.098
H -4.809 3.590 -3.766
H -3.592 4.790 -4.124
H -2.638 3.063 -2.727
H -1.851 3.007 -4.286
H -4.081 1.119 -3.353
H -2.362 0.736 -3.450
H -3.278 1.025 -4.929
C 3.778 -3.405 3.178
C 3.922 -4.911 3.377
C 4.516 -5.625 2.162
C 3.673 -5.520 0.889
C 2.250 -6.057 1.022
C 2.197 -7.550 1.339
H 3.101 -3.168 2.356
H 3.377 -2.931 4.075
H 4.747 -2.949 2.962
H 2.951 -5.343 3.632
H 4.571 -5.093 4.238
H 4.678 -6.678 2.409
H 5.509 -5.210 1.958
H 4.181 -6.065 0.086
H 3.633 -4.477 0.563
H 1.721 -5.880 0.082
H 1.701 -5.500 1.786
H 2.705 -8.129 0.564
H 1.164 -7.897 1.393
H 2.669 -7.778 2.296



2.
148
Properties=species:S:1:pos:R:3 method="wB97M-V/def2-TZVPD" multiplicity=2 total_energy_ha=-2175.41234 molar_mass_g_mol=730.3
C -4.534 1.915 2.135
C -3.668 1.258 1.081
C -4.581 0.633 0.045
C -3.931 0.024 -1.230
C -3.917 -1.497 -1.063
C -2.746 -2.068 -0.269
C -2.564 -3.537 -0.672
C -1.148 -4.046 -0.568
N -0.461 -3.648 0.687
C -1.040 -4.418 1.823
C 0.906 -4.069 0.511
C 1.984 -3.037 0.608
O 1.203 -5.161 0.284
C -4.911 0.309 -2.407
C -4.269 0.511 -3.771
C -3.798 -0.796 -4.383
C -5.409 0.999 -4.716
N -3.215 1.567 -3.791
O -2.318 1.299 -4.662
C -2.671 1.882 -2.440
C -3.384 3.029 -1.746
C -1.230 2.352 -2.629
C -2.568 0.608 -1.603
H -3.973 2.530 2.820
H -5.065 1.172 2.704
H -5.295 2.527 1.682
H -3.042 0.534 1.572
H -3.028 2.010 0.672
H -5.099 -0.161 0.555
H -5.339 1.361 -0.180
H -3.925 -1.948 -2.037
H -4.823 -1.834 -0.590
H -1.808 -1.583 -0.468
H -2.992 -2.096 0.776
H -3.197 -4.179 -0.083
H -2.860 -3.695 -1.693
H -0.537 -3.715 -1.394
H -1.176 -5.126 -0.626
H -1.813 -5.086 1.502
H -1.417 -3.735 2.561
H -0.290 -5.041 2.275
H 2.505 -3.191 1.536
H 1.542 -2.057 0.525
H 2.645 -3.168 -0.222
H -5.501 1.184 -2.203
H -5.608 -0.506 -2.522
H -3.604 -0.697 -5.427
H -4.638 -1.467 -4.293
H -2.988 -1.254 -3.843
H -5.340 2.059 -4.868
H -6.350 0.716 -4.275
H -5.369 0.487 -5.654
H -3.471 3.838 -2.455
H -2.758 3.384 -0.960
H -4.374 2.800 -1.401
H -0.568 1.531 -2.814
H -1.156 3.113 -3.379
H -0.911 2.807 -1.706
H -2.096 -0.103 -2.263
H -1.894 0.732 -0.775
C 4.069 3.931 3.500
C 2.912 2.942 3.543
N 2.716 2.237 2.292
C 1.460 1.510 2.227
C 1.251 0.344 3.201
C 3.876 1.533 1.778
C 4.522 0.463 2.670
H 3.949 4.635 2.675
H 4.100 4.501 4.429
H 5.032 3.431 3.394
H 2.003 3.505 3.762
H 3.067 2.256 4.391
H 1.319 1.147 1.205
H 0.652 2.230 2.384
H 1.829 -0.531 2.909
H 0.199 0.047 3.195
H 1.506 0.606 4.228
H 4.642 2.276 1.536
H 3.621 1.084 0.815
H 4.629 0.794 3.704
H 5.523 0.234 2.298
H 3.961 -0.470 2.662
C -1.880 7.099 7.648
C -1.465 6.160 6.525
N -2.375 5.047 6.342
C -1.845 4.008 5.479
C -1.580 4.355 4.008
C -3.766 5.398 6.124
C -4.105 6.305 4.933
H -2.014 6.554 8.583
H -1.106 7.852 7.803
H -2.805 7.629 7.418
H -0.481 5.756 6.777
H -1.332 6.750 5.604
H -2.511 3.142 5.524
H -0.903 3.663 5.919
H -2.504 4.421 3.435
H -0.980 3.567 3.551
H -1.030 5.289 3.893
H -4.138 5.881 7.032
H -4.350 4.477 6.049
H -3.421 7.151 4.849
H -5.111 6.712 5.058
H -4.099 5.761 3.990
C 7.311 0.886 -0.416
C 7.793 1.397 -1.764
N 6.810 2.211 -2.449
C 7.144 2.467 -3.838
C 8.401 3.293 -4.141
C 6.300 3.347 -1.701
C 7.307 4.391 -1.196
H 6.366 0.348 -0.517
H 8.046 0.198 0.005
H 7.175 1.696 0.303
H 8.014 0.529 -2.391
H 8.749 1.925 -1.618
H 6.285 2.940 -4.322
H 7.250 1.497 -4.334
H 8.251 4.353 -3.937
H 8.647 3.206 -5.201
H 9.268 2.949 -3.577
H 5.752 2.962 -0.837
H 5.539 3.847 -2.304
H 8.190 3.933 -0.749
H 6.837 5.008 -0.427
H 7.630 5.063 -1.989
C 0.563 -6.358 -2.775
C -0.637 -7.293 -2.769
N -0.844 -7.977 -4.030
C -2.131 -8.641 -4.119
C -2.415 -9.804 -3.159
C 0.291 -8.729 -4.533
C 0.876 -9.835 -3.643
H 0.493 -5.639 -3.594
H 0.600 -5.805 -1.839
H 1.505 -6.900 -2.867
H -1.527 -6.691 -2.560
H -0.530 -7.994 -1.925
H -2.277 -8.987 -5.146
H -2.904 -7.880 -3.964
H -1.881 -10.709 -3.446
H -3.480 -10.044 -3.181
H -2.158 -9.561 -2.127
H 1.091 -8.020 -4.758
H 0.024 -9.154 -5.504
H 0.984 -9.518 -2.606
H 1.869 -10.107 -4.005
H 0.271 -10.740 -3.666